Record 1
Entry from the OMol25 dataset: a molecular structure, C9H19F6N4O13PtS6 (ωB97M-V/def2-TZVPD).

Geometry (Å):
Pt: 1.219 0.183 -0.414
N: 1.986 -1.573 -1.328
S: 1.144 -2.240 -2.534
O: 0.108 -3.082 -2.050
O: 1.784 -2.435 -3.776
F: 0.277 -0.861 -2.778
S: 3.274 -2.588 -1.169
O: 4.349 -2.390 -2.073
O: 2.932 -3.911 -0.799
F: 3.823 -1.851 0.100
N: 3.433 -0.616 3.754
S: 2.726 0.470 2.789
O: 2.011 1.533 3.391
O: 2.235 -0.038 1.518
F: 4.054 1.139 2.275
S: 2.138 -1.148 4.575
O: 1.131 -1.770 3.777
O: 1.778 -0.307 5.660
F: 2.854 -2.377 5.283
N: 2.064 2.042 -0.982
S: 3.002 2.053 -2.393
O: 4.212 1.363 -2.130
O: 3.089 3.247 -3.146
F: 2.140 0.989 -3.159
S: 2.574 3.382 -0.276
O: 1.874 4.576 -0.556
O: 3.969 3.448 -0.071
F: 2.002 3.030 1.169
C: -3.032 -0.687 1.803
C: -1.999 -0.997 0.690
C: -2.732 -1.797 -0.369
C: -3.502 -0.977 -1.424
C: -2.676 0.173 -1.953
C: -2.083 1.075 -0.853
N: -1.380 0.175 0.074
O: -0.531 0.863 1.022
C: -1.103 1.998 -1.567
C: -3.204 1.914 -0.223
C: -0.911 -1.900 1.274
H: -3.076 -1.526 2.491
H: -4.016 -0.486 1.370
H: -2.847 0.248 2.340
H: -2.068 -2.362 -1.040
H: -3.339 -2.628 -0.005
H: -4.450 -0.669 -0.963
H: -3.774 -1.620 -2.263
H: -3.314 0.858 -2.523
H: -1.940 -0.134 -2.693
H: -0.599 2.722 -0.931
H: -0.403 1.407 -2.167
H: -1.637 2.531 -2.360
H: -2.766 2.778 0.287
H: -3.994 2.183 -0.919
H: -3.735 1.395 0.577
H: -1.344 -2.865 1.521
H: -0.464 -1.458 2.164
H: -0.071 -1.944 0.574
H: -1.189 1.462 1.407

The expectation value of S² is 2.00. As for the spin multiplicity: 3. Its maximum force is 4.5 eV Å⁻¹. Its net charge is -1. Its electronic energy is -126778.3668 eV.

The Löwdin scheme yields these atomic charges, measured in e:
1 Pt 1.28
2 N -0.43
3 S 0.52
4 O -0.25
5 O -0.21
6 F -0.26
7 S 0.50
8 O -0.23
9 O -0.23
10 F -0.15
11 N -0.25
12 S 0.50
13 O -0.25
14 O -0.43
15 F -0.15
16 S 0.48
17 O -0.28
18 O -0.27
19 F -0.18
20 N -0.42
21 S 0.51
22 O -0.24
23 O -0.22
24 F -0.18
25 S 0.46
26 O -0.24
27 O -0.23
28 F -0.19
29 C -0.01
30 C -0.50
31 C -0.14
32 C -0.16
33 C -0.14
34 C -0.51
35 N -0.10
36 O -0.07
37 C -0.04
38 C -0.01
39 C -0.02
40 H 0.09
41 H 0.07
42 H 0.08
43 H 0.11
44 H 0.13
45 H 0.11
46 H 0.12
47 H 0.12
48 H 0.11
49 H 0.08
50 H 0.05
51 H 0.11
52 H 0.09
53 H 0.09
54 H 0.06
55 H 0.10
56 H 0.06
57 H 0.06
58 H 0.12



Record 2
Entry from the OMol25 dataset: a molecular structure, C9H19F6NO14S6Zr (ωB97M-V/def2-TZVPD).

Geometry (Å):
Zr: 0.260 0.041 -0.167
S: -1.313 1.856 -1.622
O: -0.922 2.017 -2.968
O: -1.390 0.453 -1.233
O: -0.101 1.974 -0.746
O: -2.363 2.652 -1.053
O: 4.439 -0.290 -0.045
C: 3.130 -0.038 -0.135
O: 2.233 -0.872 0.021
O: 2.532 1.034 -0.468
H: 4.942 0.392 -0.498
C: -1.662 -3.261 2.248
F: -1.971 -2.336 3.145
F: -1.510 -4.361 2.938
F: -2.638 -3.372 1.324
S: 0.020 -2.766 1.370
O: 0.486 -1.657 2.125
O: 0.919 -3.912 1.310
N: -0.465 -1.895 -0.051
S: -0.884 -3.156 -1.107
O: 0.050 -3.269 -2.200
O: -1.279 -4.440 -0.463
C: -2.510 -2.456 -1.929
F: -3.243 -1.738 -1.141
F: -2.238 -1.678 -2.984
F: -3.233 -3.453 -2.367
C: 3.207 2.447 2.409
S: 1.561 1.624 2.807
O: 0.843 1.130 1.568
C: 2.277 0.129 3.712
H: 3.816 1.925 1.670
H: 3.918 2.533 3.231
H: 2.847 3.428 2.102
H: 3.065 -0.414 3.190
H: 1.514 -0.565 4.062
H: 2.825 0.433 4.604
C: 2.026 1.597 -3.764
S: 1.625 -0.189 -3.487
O: 0.779 -0.340 -2.178
C: 0.432 -0.272 -4.905
H: 2.202 2.140 -2.836
H: 1.222 2.041 -4.350
H: 2.968 1.604 -4.313
H: 0.701 0.331 -5.772
H: -0.546 0.161 -4.697
H: 0.287 -1.297 -5.247
C: -3.981 0.916 1.310
S: -2.406 0.744 2.341
O: -1.300 0.296 1.316
C: -2.192 2.545 2.569
H: -4.173 -0.051 0.845
H: -3.778 1.704 0.585
H: -4.748 1.363 1.942
H: -1.907 3.011 1.626
H: -1.331 2.621 3.235
H: -3.046 2.936 3.122

The expectation value of S² is 0.75. As for the spin multiplicity: 2. Its maximum force is 7.3 eV Å⁻¹. Its net charge is -1. Its electronic energy is -122392.8567 eV.

The Löwdin scheme yields these atomic charges, measured in e:
1 Zr 1.65
2 S 0.26
3 O -0.28
4 O -0.49
5 O -0.47
6 O -0.31
7 O 0.15
8 C -0.76
9 O -0.11
10 O -0.10
11 H 0.12
12 C -0.67
13 F 0.10
14 F 0.14
15 F 0.09
16 S 0.63
17 O -0.38
18 O -0.32
19 N -0.48
20 S 0.70
21 O -0.31
22 O -0.33
23 C -0.70
24 F 0.16
25 F 0.12
26 F 0.15
27 C -0.22
28 S 0.97
29 O -0.67
30 C -0.22
31 H 0.04
32 H 0.05
33 H 0.04
34 H 0.06
35 H 0.04
36 H 0.04
37 C -0.23
38 S 1.02
39 O -0.66
40 C -0.23
41 H 0.05
42 H 0.04
43 H 0.04
44 H 0.05
45 H 0.05
46 H 0.05
47 C -0.19
48 S 0.99
49 O -0.68
50 C -0.24
51 H 0.05
52 H 0.03
53 H 0.04
54 H 0.06
55 H 0.02
56 H 0.05



Record 3
Entry from the OMol25 dataset: a molecular structure, C9H19InNO (ωB97M-V/def2-TZVPD).

Geometry (Å):
In: -5.830 22.652 -28.287
C: -5.572 22.770 -24.208
C: -7.056 23.234 -24.035
C: -7.014 24.663 -23.462
C: -8.346 25.418 -23.460
C: -8.901 25.363 -24.855
C: -9.039 23.962 -25.510
N: -7.748 23.290 -25.357
O: -7.708 22.037 -25.953
C: -10.223 23.268 -24.765
C: -9.310 24.233 -26.996
C: -7.792 22.258 -23.029
H: -5.043 23.493 -24.824
H: -5.532 21.771 -24.641
H: -5.187 22.710 -23.192
H: -6.651 24.697 -22.424
H: -6.219 25.252 -23.935
H: -8.138 26.419 -23.055
H: -9.085 25.078 -22.709
H: -8.108 25.929 -25.364
H: -9.825 25.944 -24.864
H: -10.516 23.763 -23.841
H: -11.123 23.309 -25.386
H: -10.069 22.201 -24.594
H: -8.587 24.943 -27.400
H: -9.293 23.329 -27.605
H: -10.273 24.733 -27.086
H: -8.631 22.806 -22.595
H: -7.164 21.918 -22.203
H: -8.124 21.313 -23.471
H: -8.366 21.523 -25.427

Its maximum force is 6.4 eV Å⁻¹. Its net charge is +3. Its electronic energy is -18314.8749 eV.

The Löwdin scheme yields these atomic charges, measured in e:
1 In 1.13
2 C 0.04
3 C -0.37
4 C -0.09
5 C -0.11
6 C -0.08
7 C -0.40
8 N 0.13
9 O -0.06
10 C 0.10
11 C 0.03
12 C 0.11
13 H 0.10
14 H 0.10
15 H 0.13
16 H 0.18
17 H 0.17
18 H 0.17
19 H 0.16
20 H 0.17
21 H 0.17
22 H 0.12
23 H 0.14
24 H 0.11
25 H 0.10
26 H 0.10
27 H 0.13
28 H 0.11
29 H 0.14
30 H 0.12
31 H 0.16



Record 4
Entry from the OMol25 dataset: 5 unconnected molecules or ions with the total composition C9H19N2O11 (ωB97M-V/def2-TZVPD).

Geometry (Å):
C: -2.147 4.529 1.257
C: -2.811 3.963 0.047
O: -3.901 4.448 -0.428
N: -2.090 2.855 -0.781
H: -1.302 3.229 -1.290
H: -1.575 2.238 -0.168
C: -2.978 2.144 -1.792
H: -1.157 4.890 0.978
H: -2.028 3.763 2.023
H: -2.849 5.296 1.584
H: -3.685 1.521 -1.244
H: -2.359 1.692 -2.566
H: -3.655 2.812 -2.325
C: 1.977 -4.558 -1.968
C: 3.099 -3.661 -2.539
O: 4.103 -3.990 -3.033
N: 2.664 -2.238 -2.513
H: 1.866 -2.171 -1.898
H: 3.266 -1.538 -2.104
C: 2.051 -1.912 -3.916
H: 1.817 -4.422 -0.899
H: 2.193 -5.617 -2.114
H: 1.106 -4.527 -2.623
H: 1.433 -1.086 -3.563
H: 1.260 -2.653 -4.029
H: 2.763 -1.897 -4.741
O: 6.581 -0.807 3.089
C: 6.914 -0.203 2.013
O: 8.072 0.250 1.886
O: 6.143 -0.030 1.003
H: 5.644 -0.859 2.887
O: -0.528 -0.736 3.749
C: 0.252 -1.120 2.715
O: -0.302 -1.240 1.616
O: 1.454 -1.363 2.830
H: -1.369 -0.740 3.287
O: -5.433 1.560 3.406
C: -6.063 0.376 3.226
O: -6.816 0.261 2.288
O: -5.920 -0.553 3.997
H: -5.689 2.094 2.650

Its maximum force is 8.6 eV Å⁻¹. Its net charge is -1. Its electronic energy is -35137.7404 eV.

The Löwdin scheme yields these atomic charges, measured in e:
1 C 0.03
2 C -0.27
3 O 0.10
4 N 0.11
5 H 0.17
6 H 0.18
7 C 0.02
8 H 0.11
9 H 0.12
10 H 0.11
11 H 0.12
12 H 0.10
13 H 0.10
14 C 0.04
15 C -0.41
16 O 0.22
17 N 0.11
18 H 0.16
19 H 0.20
20 C 0.07
21 H 0.12
22 H 0.10
23 H 0.09
24 H 0.10
25 H 0.09
26 H 0.12
27 O 0.11
28 C -0.95
29 O -0.10
30 O -0.16
31 H 0.10
32 O 0.06
33 C -0.94
34 O -0.13
35 O -0.05
36 H 0.08
37 O 0.02
38 C -0.98
39 O -0.07
40 O -0.04
41 H 0.06



Record 5
Entry from the OMol25 dataset: a gas-phase ion, C9H19N4O (charge +1) (ωB97M-V/def2-TZVPD).

Geometry (Å):
C: -1.463 2.866 3.724
O: -1.627 2.779 2.298
C: -0.852 1.718 1.722
C: -1.556 0.286 1.762
C: -0.648 -0.908 1.127
C: 0.776 -0.418 0.611
C: 1.735 -1.585 0.100
C: 1.288 -2.263 -1.270
C: 1.848 -1.505 -2.573
N: 0.828 -0.496 -3.001
N: 1.323 0.688 -3.346
N: 0.251 1.458 -3.653
C: -0.907 0.657 -3.489
N: -0.493 -0.651 -3.063
H: -2.313 2.351 4.291
H: -1.456 3.972 4.013
H: -0.498 2.425 4.122
H: -0.647 1.953 0.620
H: 0.177 1.740 2.224
H: -1.852 0.074 2.836
H: -2.540 0.406 1.188
H: -1.306 -1.355 0.299
H: -0.558 -1.677 1.970
H: 0.690 0.412 -0.158
H: 1.302 0.046 1.517
H: 2.757 -1.097 -0.085
H: 1.861 -2.362 0.913
H: 1.778 -3.299 -1.292
H: 0.171 -2.451 -1.294
H: 2.152 -2.218 -3.408
H: 2.798 -0.958 -2.258
H: -1.996 0.908 -3.618
H: -1.023 -1.497 -2.832

Its structure (SMILES) is COCCCCCCCn1nnc[nH+]1. Its maximum force is 5.2 eV Å⁻¹. Its net charge is +1. Its electronic energy is -17637.6669 eV.

The Löwdin scheme yields these atomic charges, measured in e:
1 C -0.12
2 O -0.21
3 C -0.26
4 C -0.15
5 C -0.18
6 C -0.22
7 C -0.19
8 C -0.17
9 C -0.07
10 N -0.15
11 N 0.14
12 N 0.09
13 C 0.03
14 N 0.18
15 H 0.10
16 H 0.10
17 H 0.09
18 H 0.12
19 H 0.12
20 H 0.11
21 H 0.12
22 H 0.09
23 H 0.12
24 H 0.10
25 H 0.12
26 H 0.12
27 H 0.12
28 H 0.13
29 H 0.09
30 H 0.15
31 H 0.14
32 H 0.15
33 H 0.19



Record 6
Entry from the OMol25 dataset: C9H19N5O3S in the gas phase (ωB97M-V/def2-TZVPD).

Geometry (Å):
H: 4.613 0.572 1.192
N: 5.121 -0.347 1.179
C: 4.970 -1.088 0.184
N: 5.825 -2.275 0.140
N: 4.217 -0.998 -0.941
C: 3.411 0.194 -1.131
C: 2.125 0.040 -0.340
C: 1.299 1.319 -0.629
C: -0.029 1.492 0.101
N: -0.917 0.385 -0.292
C: -1.752 -0.051 0.751
O: -1.751 0.461 1.887
C: -2.656 -1.268 0.435
N: -2.927 -1.998 1.639
C: -3.941 -0.696 -0.327
S: -4.817 -1.920 -1.266
C: -0.662 2.856 -0.073
O: -0.317 3.697 -0.841
O: -1.787 3.058 0.754
H: 6.290 -2.256 1.057
H: 5.287 -3.075 0.035
H: 4.918 -1.153 -1.704
H: 3.951 1.092 -0.895
H: 3.185 0.324 -2.175
H: 2.360 -0.312 0.756
H: 1.666 -0.889 -0.563
H: 1.156 1.247 -1.771
H: 1.872 2.294 -0.537
H: 0.031 1.501 1.236
H: -1.093 0.165 -1.376
H: -2.136 -1.982 -0.172
H: -2.829 -1.306 2.570
H: -2.219 -2.812 1.788
H: -3.655 0.122 -1.077
H: -4.600 -0.076 0.417
H: -4.951 -2.959 -0.263
H: -1.763 2.346 1.438

Its structure (SMILES) is [H]/N=C(/N)NCCC[C@H](NC(=O)[C@@H](N)CS)C(=O)O. Its maximum force is 4.1 eV Å⁻¹. Its electronic energy is -34068.5361 eV.

The Löwdin scheme yields these atomic charges, measured in e:
1 H 0.06
2 N 0.12
3 C -0.60
4 N 0.09
5 N 0.01
6 C -0.24
7 C -0.20
8 C -0.14
9 C -0.26
10 N 0.11
11 C -0.39
12 O 0.01
13 C -0.43
14 N -0.01
15 C -0.59
16 S 0.66
17 C -0.45
18 O 0.14
19 O 0.07
20 H 0.08
21 H 0.04
22 H 0.16
23 H 0.11
24 H 0.12
25 H 0.15
26 H 0.09
27 H 0.14
28 H 0.14
29 H 0.17
30 H 0.23
31 H 0.12
32 H 0.16
33 H 0.12
34 H 0.08
35 H 0.12
36 H -0.07
37 H 0.08



Copy entry 5 word for word.
Entry from the OMol25 dataset: a gas-phase ion, C9H19N4O (charge +1) (ωB97M-V/def2-TZVPD).

Geometry (Å):
C: -1.463 2.866 3.724
O: -1.627 2.779 2.298
C: -0.852 1.718 1.722
C: -1.556 0.286 1.762
C: -0.648 -0.908 1.127
C: 0.776 -0.418 0.611
C: 1.735 -1.585 0.100
C: 1.288 -2.263 -1.270
C: 1.848 -1.505 -2.573
N: 0.828 -0.496 -3.001
N: 1.323 0.688 -3.346
N: 0.251 1.458 -3.653
C: -0.907 0.657 -3.489
N: -0.493 -0.651 -3.063
H: -2.313 2.351 4.291
H: -1.456 3.972 4.013
H: -0.498 2.425 4.122
H: -0.647 1.953 0.620
H: 0.177 1.740 2.224
H: -1.852 0.074 2.836
H: -2.540 0.406 1.188
H: -1.306 -1.355 0.299
H: -0.558 -1.677 1.970
H: 0.690 0.412 -0.158
H: 1.302 0.046 1.517
H: 2.757 -1.097 -0.085
H: 1.861 -2.362 0.913
H: 1.778 -3.299 -1.292
H: 0.171 -2.451 -1.294
H: 2.152 -2.218 -3.408
H: 2.798 -0.958 -2.258
H: -1.996 0.908 -3.618
H: -1.023 -1.497 -2.832

Its structure (SMILES) is COCCCCCCCn1nnc[nH+]1. Its maximum force is 5.2 eV Å⁻¹. Its net charge is +1. Its electronic energy is -17637.6669 eV.

The Löwdin scheme yields these atomic charges, measured in e:
1 C -0.12
2 O -0.21
3 C -0.26
4 C -0.15
5 C -0.18
6 C -0.22
7 C -0.19
8 C -0.17
9 C -0.07
10 N -0.15
11 N 0.14
12 N 0.09
13 C 0.03
14 N 0.18
15 H 0.10
16 H 0.10
17 H 0.09
18 H 0.12
19 H 0.12
20 H 0.11
21 H 0.12
22 H 0.09
23 H 0.12
24 H 0.10
25 H 0.12
26 H 0.12
27 H 0.12
28 H 0.13
29 H 0.09
30 H 0.15
31 H 0.14
32 H 0.15
33 H 0.19



> What is the electronic energy in the fifth record?

-17637.6669 eV



> Among the records above, which one has the highest electronic energy?

C9H19N4O



> Which of these has the highest maximum force?

C9H19N2O11